1.
Molecular formula: C4H38N2O15
Method: DFT, ωB97M-V with the def2-TZVPD basis set

Properties
Electronic energy in Ha: -1413.341674
F_max in eV/A: 3.76
LUMO energy in eV: 0.18
Gap between HOMO and LUMO in eV: 10.1
Energy relative to the best compared isomer or geometry (same formula, charge and spin) in kJ/mol: 321.6

Each line ends with the natural charge from an NBO analysis.
Positions of all 59 atoms, in Å:
C 1.79478 2.17684 0.99959  -0.448
N 1.67241 0.94739 0.10462  -0.467
C 0.54675 0.16326 0.74458  -0.464
C 1.27419 1.54298 -1.17750  -0.377
C 1.85493 0.65560 -2.26176  0.696
N 0.97703 -0.16514 -3.01063  -0.850
O 3.02972 0.62262 -2.57228  -0.654
H 2.71779 2.76936 0.74918  0.214
H 0.88014 2.76571 1.03622  0.181
H 2.09341 1.84157 1.99565  0.205
H 0.91211 -0.48900 1.54361  0.224
H 0.33068 -0.67851 0.05436  0.224
H -0.29014 0.78257 1.05812  0.183
H 1.87398 2.44485 -1.43452  0.231
H 0.19614 1.74072 -1.27271  0.260
H 1.33068 -0.96232 -3.52211  0.395
H 0.12598 -0.31539 -2.47049  0.408
H 0.28391 -2.33680 -1.82088  0.479
H 1.17347 -2.96503 -0.73666  0.501
O 0.27343 -2.97087 -1.09152  -0.975
H -0.60526 2.48188 2.36783  0.474
H -1.84704 1.57689 2.65776  0.510
O -1.55427 2.50005 2.47689  -0.986
H 4.94588 -1.06335 -0.83336  0.508
H 4.35961 -0.90386 -2.32730  0.514
O 4.46533 -1.46665 -1.56000  -0.997
H -4.38239 -0.85149 0.26022  0.502
H -3.17115 -0.36082 1.14380  0.510
O -3.45791 -0.59112 0.23525  -1.017
H 3.76026 0.79988 0.75761  0.484
H 4.71013 1.58061 -0.18029  0.478
O 4.66657 0.86786 0.46125  -0.962
H -4.75574 1.63649 -0.18732  0.478
H -4.33811 0.60081 -1.15417  0.476
O -5.13540 1.04701 -0.85131  -0.959
H 2.34100 -2.39948 3.01233  0.492
H 1.56879 -2.29851 1.67518  0.501
O 1.45923 -2.36436 2.63442  -0.974
H -2.33298 -2.58636 0.22304  0.478
H -0.88413 -3.08404 0.03166  0.505
O -1.68663 -3.18146 0.61852  -1.018
H -2.09206 2.92589 -2.47394  0.488
H -2.15122 2.48060 -0.87086  0.516
O -1.62949 2.53669 -1.72775  -1.025
H 2.55038 -1.24015 -0.20052  0.502
H 3.15157 -2.42292 -0.91043  0.530
O 2.46434 -2.20884 -0.21952  -1.013
H -2.24707 -0.49928 -1.10221  0.502
H -1.89809 0.56630 -2.22077  0.494
O -1.86758 -0.37055 -1.99344  -1.010
H -3.01383 -0.04437 3.50073  0.496
H -1.97370 -0.81030 2.68088  0.525
O -2.47790 0.05314 2.70350  -1.009
H -3.49896 3.95406 0.26306  0.493
H -2.53452 2.99526 1.14989  0.520
O -3.07327 3.09954 0.33731  -1.003
H -0.33050 -2.37339 2.99405  0.514
H -1.69411 -2.88088 2.50035  0.516
O -1.29342 -2.22715 3.09734  -0.997

---

2.
Molecular formula: C4H38O17
Method: DFT, ωB97M-V with the def2-TZVPD basis set

Properties
Electronic energy in Ha: -1454.196923
F_max in eV/A: 7.45
LUMO energy in eV: 4.83
Gap between HOMO and LUMO in eV: 8.5
Energy relative to the best compared isomer or geometry (same formula, charge and spin) in kJ/mol: 285.8
Charge: -2

Each line ends with the natural charge from an NBO analysis.
Positions of all 59 atoms, in Å:
C -0.25085 -2.10055 -1.13827  -0.496
C 0.16367 -0.59458 -1.08216  -0.460
C 0.62935 -0.20805 0.28673  -0.075
O 1.26089 0.97805 0.34620  -0.816
C -1.62731 -2.43576 -1.45634  -0.082
O -1.89299 -2.79549 -2.94246  -0.786
H -0.06927 -2.59531 -0.16024  0.293
H 0.50978 -2.62306 -1.79475  0.208
H 0.72171 -0.22731 -1.93959  0.179
H -0.57201 0.12983 -1.41236  0.214
H -0.04600 -0.39786 1.07924  0.190
H 1.45409 -1.03589 0.38238  0.164
H -1.88738 -3.23554 -0.71740  0.171
H -2.41630 -1.71950 -1.32547  0.199
H 3.62944 -1.96057 0.74665  0.451
H 2.20759 -2.45485 1.44476  0.496
O 3.25655 -2.07594 1.64808  -1.109
H 0.76085 1.74391 -0.21960  0.531
H -1.42880 2.75236 -0.63958  0.456
O -0.69251 2.39329 -1.03037  -1.204
H 3.55532 1.11253 -2.57304  0.497
H 3.97916 2.19875 -1.56800  0.469
O 3.69845 2.05913 -2.46774  -0.975
H 1.37942 -2.05435 3.58682  0.491
H 2.77432 -1.63358 3.33169  0.513
O 1.98779 -1.43214 3.93344  -1.014
H -0.53334 1.99080 1.68497  0.462
H 3.08694 -0.37920 -0.46043  0.502
O -0.72119 1.59266 2.53500  -0.980
H 2.48873 -0.81030 -1.63328  0.480
H -1.78939 -1.93336 -3.35332  0.473
O 3.40073 -0.52947 -1.44730  -0.983
H 0.18220 1.67471 2.90911  0.490
H 1.22785 -3.95888 1.49369  0.425
O 1.06234 -3.12122 1.38626  -1.187
H -1.44990 0.67082 -3.33395  0.498
H -1.82956 -0.05562 -4.37014  0.448
O -2.26989 0.06993 -3.54961  -1.011
H -2.76654 -1.45366 1.99525  0.455
H -3.69427 -0.38054 1.29641  0.497
O -3.61803 -1.10746 1.84092  -0.958
H 0.62981 1.33737 -3.12340  0.463
H -0.60642 2.14265 -2.38272  0.516
O -0.20488 1.62745 -3.22989  -1.033
H -0.78378 -3.05816 2.00759  0.495
H -2.19982 -2.70260 2.29011  0.430
O -1.43465 -3.09625 2.60191  -0.935
H -1.90700 1.08940 -0.83684  0.503
H -3.28322 1.22681 -1.38467  0.477
O -2.83763 1.07086 -0.58405  -0.994
H 2.02169 0.50302 3.70786  0.504
H 1.58503 0.99409 2.27344  0.500
O 1.89474 1.25566 3.16562  -0.999
H 0.34310 3.86411 -0.97447  0.497
H 1.91685 4.20699 -1.19975  0.467
O 0.94098 4.55759 -1.01816  -0.989
H -2.80468 2.17015 0.97185  0.493
H -2.49001 3.05667 2.29938  0.483
O -3.25386 2.78319 1.59243  -0.996

---

3.
Molecular formula: C4H39N2O13
Method: DFT, ωB97M-V with the def2-TZVPD basis set

Properties
Electronic energy in Ha: -1263.178318
F_max in eV/A: 3.24
LUMO energy in eV: -2.20
Gap between HOMO and LUMO in eV: 10.1
Energy relative to the best compared isomer or geometry (same formula, charge and spin) in kJ/mol: 412.6
Charge: +1

Each line ends with the natural charge from an NBO analysis.
Positions of all 58 atoms, in Å:
C 3.01691 0.93274 -2.18780  -0.253
N 2.80103 2.13587 -1.39161  -0.691
C 3.97109 3.05296 -1.65581  -0.421
C 2.12412 -0.15680 -1.54816  -0.213
N 0.62774 0.18206 -1.47293  -0.574
C 0.15843 0.47175 -2.90544  -0.416
H 2.76298 0.91027 -3.20375  0.207
H 4.06070 0.55226 -2.14361  0.220
H 1.96544 2.68362 -1.57339  0.383
H 3.80030 3.58407 -2.59581  0.198
H 3.97183 3.63612 -0.73172  0.206
H 4.89042 2.51903 -1.57336  0.205
H 2.21874 -1.12002 -2.06470  0.214
H 2.42383 -0.44141 -0.53290  0.223
H 0.42057 1.03474 -0.92726  0.445
H -0.07913 -0.52013 -1.06246  0.484
H -0.93186 0.77737 -2.76912  0.226
H 0.70764 1.27309 -3.35995  0.221
H 0.15669 -0.39682 -3.53735  0.231
H -0.00430 3.13253 -0.46530  0.488
H 0.50691 4.48357 -1.07286  0.476
O -0.02477 3.71006 -1.25807  -0.970
H 0.83841 1.37771 1.37124  0.517
H 1.44248 2.34401 0.42531  0.501
O 0.55787 2.06069 0.73839  -1.018
H -4.41924 -1.35923 0.55446  0.508
H -4.22239 -2.66084 -0.26664  0.475
O -3.79570 -2.08462 0.36498  -0.982
H 2.30784 -1.92184 -4.59631  0.472
H 3.34901 -1.30669 -3.91243  0.460
O 2.62214 -1.01437 -4.49109  -0.924
H -1.83151 0.81932 3.33008  0.502
H -2.33870 -0.27205 4.26068  0.483
O -1.72580 -0.13485 3.53954  -0.986
H -1.14405 -5.01937 -0.73951  0.492
H -2.31470 -4.35978 -1.52606  0.491
O -1.54112 -4.17842 -0.99948  -0.968
H -5.26734 1.18234 0.66825  0.487
H -5.53241 0.55068 -0.74572  0.488
O -4.94274 0.53294 0.03613  -0.965
H 0.97838 1.57335 5.00556  0.487
H -0.03774 0.31663 4.91913  0.495
O 0.86527 0.65110 4.80830  -0.975
H -1.09568 -2.62609 2.83440  0.485
H -1.50653 -2.60079 1.40210  0.483
O -0.97815 -3.11204 2.02236  -0.961
H 0.75549 -3.45061 0.55811  0.467
H 1.02422 -2.82143 1.77552  0.493
O 1.43855 -2.85347 0.88849  -0.965
H -2.37760 3.46449 2.52429  0.502
H -1.19637 2.42246 2.17730  0.496
O -1.93887 2.64889 2.73180  -0.987
H 1.41994 -0.54974 1.98184  0.492
H 0.24449 0.12273 2.89606  0.512
O 0.47515 -0.29348 2.04043  -0.990
H -0.86410 -2.48299 -0.94893  0.506
H -1.94770 -1.52851 -0.48565  0.504
O -1.34592 -1.67867 -1.20597  -0.967

---

4.
Molecular formula: C4H3AgF3NO5S2
Method: DFT, ωB97M-V with the def2-TZVPD basis set

Properties
Electronic energy in Ha: -1827.916046
F_max in eV/A: 1.70
LUMO energy in eV: -3.35
Gap between HOMO and LUMO in eV: 6.6

Each line ends with the natural charge from an NBO analysis.
Positions of all 19 atoms, in Å:
C -0.87547 2.20707 -0.10353  -0.374
C -0.61302 1.51516 -1.05658  -0.204
S -0.41309 0.17926 -2.16397  2.319
O 0.76253 0.45164 -2.93536  -0.896
O -1.69971 0.22694 -2.80435  -0.919
N -0.22485 -1.07687 -1.24055  -1.183
S -0.97632 -1.15498 0.14779  2.282
O -1.02180 -2.52340 0.58792  -0.924
O -2.22245 -0.39691 0.26021  -1.065
C 0.13513 -0.37665 1.38086  -0.329
O 1.34640 0.19143 0.94367  -0.522
C 2.36039 -0.62166 0.52657  1.171
F 3.46123 -0.31458 1.23075  -0.322
F 2.64409 -0.41136 -0.75564  -0.297
F 2.09296 -1.91899 0.72071  -0.312
H -1.43374 2.83261 0.54077  0.167
H 0.27074 -1.09932 2.18075  0.231
H -0.43160 0.45501 1.78424  0.197
Ag -3.24390 1.90473 0.78252  0.981

---

5.
Molecular formula: C4H3AgFO
Method: DFT, ωB97M-V with the def2-TZVPD basis set

Properties
Electronic energy in Ha: -476.200383
F_max in eV/A: 1.68
LUMO energy in eV: 3.76
Gap between HOMO and LUMO in eV: 6.6
Charge: -1

Each line ends with the natural charge from an NBO analysis.
Positions of all 10 atoms, in Å:
C -2.36057 1.06440 0.05311  -0.561
C -1.56430 0.03064 0.19809  0.133
O 1.17310 0.28686 0.54346  -0.732
C 0.77041 -0.73862 -0.05760  0.051
H -2.88699 1.49329 0.91002  0.202
H -2.56906 1.48872 -0.93318  0.206
H -1.10045 -2.00468 -0.05406  0.211
C -0.73670 -0.97495 0.00788  -0.429
F 5.65725 -0.20169 -0.41268  -0.906
Ag 3.61731 -0.44396 -0.25503  0.825

---

6.
Molecular formula: C4H3BaO4
Method: DFT, ωB97M-V with the def2-TZVPD basis set

Properties
Electronic energy in Ha: -480.370321
F_max in eV/A: 2.77
LUMO energy in eV: -5.55
Gap between HOMO and LUMO in eV: 6.0
Energy relative to the best compared isomer or geometry (same formula, charge and spin) in kJ/mol: 0.0
Charge: +1

Each line ends with the Mulliken charge.
Positions of all 12 atoms, in Å:
C 0.15884 -0.38083 -1.28500  -0.455
C 0.30862 0.54200 -0.32734  -0.030
H 0.57274 1.57290 -0.57373  0.311
O 0.59353 -2.67312 -1.51587  -0.486
C -0.19025 -1.80590 -1.17683  0.527
O -1.45971 -2.06409 -0.86717  -0.455
H 0.54918 -0.13670 -2.28556  0.290
O 0.12400 0.30984 0.99524  -0.222
C 0.32887 1.34312 1.83375  0.061
O 0.15132 1.08216 3.04199  -0.634
Ba 0.89818 3.75182 3.60322  1.729
H -2.03532 -1.54120 -1.44269  0.363

---

7.
Molecular formula: C4H3BeLiO
Method: DFT, ωB97M-V with the def2-TZVPD basis set

Properties
Electronic energy in Ha: -251.439162
F_max in eV/A: 8.31
LUMO energy (alpha / beta) in eV: 5.66 / 5.67
Gap between HOMO and LUMO (alpha / beta) in eV: 4.8 / 4.8
Charge: -2

Each line ends with the natural charge from an NBO analysis.
Positions of all 10 atoms, in Å:
H -0.70664 -0.42852 2.28041  0.161
O -0.25398 -1.21672 0.44358  -1.172
C -0.36466 -0.18096 1.26314  0.213
C 0.11082 1.05666 1.00534  -0.648
H -0.66956 1.84110 0.93280  0.216
H 1.18268 1.25294 0.99049  0.216
Be 0.01073 -2.46800 0.59817  0.038
Li 0.10975 -0.64547 -1.34336  0.685
C 0.80441 0.05966 -3.23122  -0.854
C -0.22355 0.72931 -2.93934  -0.855